DFT (ωB97M-V with the def2-TZVPD basis set) results for 13 unconnected molecules or ions with the total composition C38H107N5O13 at a distorted geometry.

## Properties
Lowest unoccupied orbital energy ... 0.3 eV
Largest force on an atom ... 3.355 eV/A
Gap between HOMO and LUMO ... 8.9 eV

```
163
Properties=species:S:1:pos:R:3:forces:R:3
C 4.42179 -4.31817 -1.18367 0.660 1.165 0.434
C 3.68272 -3.40264 -0.18160 -0.432 -0.679 -0.221
C 2.52355 -3.98581 0.56239 -1.923 -0.599 -0.533
O 4.53331 -2.91368 0.81687 1.592 0.407 0.263
H 5.01339 -5.05185 -0.63610 -0.425 -0.471 -0.032
H 5.19275 -3.68383 -1.62110 0.060 0.112 -0.204
H 3.86307 -4.72469 -2.02667 -0.313 -0.160 0.444
H 3.34313 -2.49008 -0.67151 -0.164 -0.081 -0.454
H 2.60065 -4.95767 1.04991 0.847 -0.173 -0.106
H 1.70596 -4.13375 -0.14312 -0.322 0.018 -0.042
H 2.15258 -3.31837 1.34020 0.078 0.272 -0.111
H 4.70884 -3.64247 1.41660 0.181 0.021 0.280
C 1.49162 4.17755 -1.88642 -0.601 -0.207 -0.085
C 2.95421 4.17701 -1.61569 2.463 -0.706 0.091
C 3.86110 4.45586 -2.84766 -1.777 0.625 -0.718
O 3.22274 5.09131 -0.57528 -0.102 1.436 0.641
H 1.19546 3.32315 -2.49501 0.047 -0.023 -0.049
H 1.14584 5.08231 -2.38635 0.159 0.125 -0.023
H 0.97444 4.10937 -0.92935 -0.103 -0.030 -0.031
H 3.30119 3.25993 -1.13959 -0.540 -0.901 -0.610
H 4.93809 4.60883 -2.77842 -0.143 -0.385 0.662
H 3.45187 5.36904 -3.27981 0.194 0.508 0.085
H 3.62219 3.76944 -3.65997 0.297 -0.568 0.174
H 3.98109 4.76961 -0.08230 0.073 0.140 -0.022
C -3.79954 1.92248 -1.37125 -0.049 -0.400 -0.078
C -4.68393 0.88295 -2.09860 0.136 1.115 -0.405
C -6.12676 0.76549 -1.55070 0.476 -0.537 -0.380
O -4.72434 1.22469 -3.51101 -1.255 0.030 0.784
H -2.75015 1.69540 -1.55920 0.120 0.028 -0.005
H -3.93789 1.95134 -0.29045 -0.113 -0.187 0.059
H -3.97510 2.92912 -1.75067 -0.237 -0.049 -0.093
H -4.18609 -0.08620 -2.13050 -0.112 -0.313 0.833
H -6.71954 1.68018 -1.54584 0.236 0.140 -0.622
H -6.22368 0.42412 -0.52008 0.687 -0.144 0.138
H -6.58643 -0.02389 -2.14540 -0.450 0.280 -0.138
H -3.82810 1.42382 -3.79155 0.338 -0.105 0.104
C -1.07245 4.63745 1.49326 -0.452 -1.283 -0.842
C -1.36777 5.76460 0.54693 -0.352 -0.986 -0.359
C -2.34844 5.44880 -0.61756 0.752 -0.119 0.626
O -1.97182 6.69852 1.38272 -0.530 1.846 0.027
H -0.48016 4.97304 2.34453 0.096 -0.133 -0.092
H -0.61609 3.80398 0.95926 0.400 -0.229 0.216
H -2.04693 4.28903 1.83546 0.090 -0.099 0.378
H -0.41806 6.13708 0.16301 0.062 0.268 -0.441
H -1.98732 4.63421 -1.24537 0.419 0.173 -0.188
H -2.47632 6.36321 -1.19688 -0.133 -0.157 -0.113
H -3.31536 5.07151 -0.28469 -0.063 0.371 0.437
H -1.25599 7.01157 1.94056 -0.169 0.313 0.355
C 0.69392 0.84267 -0.01758 -1.122 1.639 -2.705
C -0.02825 0.24032 1.09335 0.718 0.274 0.774
C -0.35049 -1.19056 0.82863 -0.796 -0.251 -0.031
O 0.88846 0.37775 2.12346 0.155 -0.002 2.844
H 1.60383 0.30249 -0.27908 -0.036 0.089 0.034
H 0.84994 1.90667 0.16039 0.590 -0.044 0.288
H 0.01636 0.88246 -0.87049 0.142 -0.279 -0.685
H -0.86297 0.83896 1.45803 -0.537 -0.141 -0.577
H -0.80627 -1.61195 1.72461 0.295 -0.355 -0.019
H 0.56621 -1.68207 0.50277 -0.035 -0.342 0.259
H -1.08090 -1.28755 0.02539 -0.046 0.044 -0.113
H 1.78595 0.17240 1.85151 0.394 -0.436 -0.188
C 1.80949 -0.57694 -6.52725 -0.511 -0.641 1.305
C 2.62892 -1.66134 -5.75153 -1.015 0.854 -0.545
C 1.73236 -2.39472 -4.72758 0.887 0.550 0.537
O 1.40439 -1.45994 -3.68459 -0.959 -0.482 0.419
C 0.22798 -1.86974 -2.93389 0.287 0.477 -0.744
N 3.16889 -2.57612 -6.74193 0.211 -0.374 0.069
H 0.94666 -1.05070 -6.99541 0.199 -0.243 -0.428
H 2.35464 0.02436 -7.25483 0.191 -0.193 0.123
H 1.33283 0.06571 -5.78705 0.358 0.343 0.015
H 3.42294 -1.17080 -5.18849 0.029 0.203 0.231
H 2.29556 -3.18513 -4.23144 0.308 -0.360 -0.182
H 0.88259 -2.89423 -5.19286 -0.392 0.395 -0.147
H 0.02554 -1.24099 -2.06683 0.583 0.392 -0.191
H 0.26210 -2.88190 -2.53081 0.247 -0.237 -0.339
H -0.61657 -1.73547 -3.60975 -0.331 -0.393 0.054
H 3.92405 -3.10848 -6.33395 0.043 -0.359 0.144
H 3.62799 -2.02459 -7.45266 -0.089 0.067 -0.290
C -2.01685 -6.11124 -4.61754 0.242 1.041 -0.724
C -1.41498 -5.33780 -3.44414 -1.262 1.064 0.309
C -2.48613 -4.39710 -2.72255 1.231 0.217 -1.503
O -2.04202 -3.88036 -1.45335 0.262 -1.069 -1.544
C -3.06987 -3.25084 -0.73010 0.742 0.116 0.270
N -1.01673 -6.30395 -2.51806 0.847 -1.625 1.666
H -1.29243 -6.80051 -5.05140 0.105 -0.105 0.360
H -2.27714 -5.45530 -5.44826 -0.298 0.139 0.038
H -2.90390 -6.66965 -4.31852 -0.019 0.014 0.102
H -0.50253 -4.79355 -3.68770 -0.251 0.441 -0.531
H -3.39418 -4.99900 -2.68719 -0.273 0.044 0.584
H -2.64794 -3.56537 -3.40823 -0.391 0.356 0.031
H -3.44537 -2.36410 -1.24079 -0.402 -0.092 -0.315
H -2.55254 -2.86755 0.14943 -0.427 -0.225 0.355
H -3.83486 -3.99129 -0.49636 -0.318 0.302 0.197
H -1.80318 -6.92365 -2.38553 -0.018 -0.419 0.341
H -0.88982 -5.82627 -1.63725 0.219 -0.233 0.463
C 3.73911 6.84592 4.15096 0.590 -0.497 0.836
C 3.38730 6.12499 2.87898 0.650 -0.256 0.607
C 2.79954 4.75012 3.07603 0.686 -0.579 0.918
O 3.77419 3.98797 3.81284 -0.151 1.183 -0.790
C 3.48001 2.63053 3.78691 -0.146 -0.199 0.961
N 2.47923 6.96551 2.16714 -0.514 -0.153 -0.860
H 4.63930 6.44848 4.61977 -0.149 -0.354 0.102
H 2.89933 6.72475 4.83521 0.052 0.379 0.202
H 3.99004 7.89492 3.99368 -0.425 0.114 -0.209
H 4.30129 5.89849 2.32996 0.451 0.265 -0.305
H 2.60942 4.26908 2.11657 -0.028 -0.028 -0.336
H 1.86330 4.73034 3.63385 -0.202 0.273 0.099
H 4.06313 2.20013 4.60104 0.055 -0.336 -0.188
H 3.72234 2.15349 2.83727 -0.113 -0.019 -0.108
H 2.42746 2.50854 4.04259 -0.202 -0.480 -0.194
H 2.36487 6.48751 1.28479 -0.467 0.332 -0.651
H 2.97855 7.82182 1.97349 -0.205 0.286 -0.191
C -0.67191 -4.75402 3.02141 0.799 -0.565 0.031
C -1.43569 -5.70309 2.10440 -0.412 0.264 0.439
C -0.69680 -7.03147 1.91831 0.241 -0.376 -0.605
O -1.43491 -7.93181 1.09333 -0.105 0.636 -0.839
C -0.83748 -9.16886 0.70886 -0.765 0.081 0.910
N -2.75383 -5.90872 2.68700 -0.292 0.279 -0.326
H -0.92039 -3.69449 2.96017 -0.535 -0.231 -0.030
H 0.39130 -4.78996 2.78394 0.198 -0.089 0.044
H -0.78978 -5.12433 4.03978 0.095 0.285 0.216
H -1.56931 -5.15671 1.17074 0.029 -0.475 -0.462
H -0.54741 -7.55420 2.86306 0.177 0.278 0.499
H 0.27580 -6.80475 1.48157 0.317 -0.181 -0.180
H -1.57958 -9.69213 0.10587 0.054 0.211 -0.178
H -0.73215 -9.77667 1.60751 0.420 -0.191 0.139
H 0.10551 -9.12920 0.16359 0.072 0.473 0.026
H -3.23297 -6.61783 2.15063 -0.193 -0.158 0.025
H -2.64166 -6.25420 3.62942 -0.097 -0.126 0.181
C -3.11690 1.86594 4.89157 0.323 0.619 0.301
C -1.70401 1.97236 4.25607 -1.618 0.487 -0.162
C -0.76119 3.02727 4.88286 -2.078 -0.904 0.730
O -1.46759 4.26390 4.95778 -0.241 0.005 -0.265
C -0.64936 5.28197 5.47576 0.702 -0.416 0.013
N -1.13362 0.63224 4.27336 0.732 0.809 -0.113
H -3.76397 2.73756 4.79319 0.400 0.357 -0.107
H -3.00223 1.68777 5.96079 -0.048 -0.188 0.100
H -3.70696 1.05647 4.46182 0.407 -0.277 -0.041
H -1.84289 2.31152 3.22952 -0.156 0.140 -0.440
H 0.16666 3.06434 4.31206 0.190 0.254 0.058
H -0.63910 2.68866 5.91170 0.818 -0.060 0.202
H -0.17365 4.95896 6.40175 0.209 -0.194 0.206
H -1.15368 6.21173 5.73907 -0.495 -0.212 -0.551
H 0.13409 5.44208 4.73504 0.286 0.595 0.103
H -1.73981 0.05901 3.70414 -0.343 -0.258 0.123
H -0.33537 0.76487 3.66897 0.823 -0.733 0.140
C -4.54526 -0.21677 2.04719 0.284 -0.075 -0.976
O -3.37703 -0.78341 2.62072 -0.347 -0.292 0.202
H -4.61183 -0.51212 1.00008 0.185 0.188 -0.381
H -5.49364 -0.58144 2.44175 0.096 0.317 0.751
H -4.40666 0.86355 2.08954 -0.427 -0.073 0.163
H -3.56146 -1.71714 2.74616 0.212 -0.193 0.127
C -0.75191 1.47187 -4.27145 0.154 -0.140 -1.517
O -2.16801 1.70767 -4.35165 0.866 0.381 0.182
H -0.54059 0.54645 -4.80721 0.064 -0.568 0.808
H -0.22998 2.15815 -4.93832 0.065 0.616 0.320
H -0.30463 1.54607 -3.28022 -0.505 -0.238 0.043
H -2.26134 2.26412 -5.12836 -0.412 0.052 0.038
C 4.27739 0.35213 0.88421 0.040 -0.096 -1.060
O 3.32873 -0.50097 1.46796 -0.219 0.084 0.650
H 3.71223 1.10015 0.32819 0.245 0.432 -0.016
H 4.96398 0.82572 1.58591 -0.177 -0.135 0.213
H 4.85515 -0.21729 0.15615 0.272 0.127 -0.026
H 3.45829 -1.38948 1.12830 0.351 -0.289 0.351
```
Positions in Å, forces in eV/Å.